Record 1
ORCA calculation (the ωB97M-V functional and the def2-TZVPD basis) on a 5-piece molecular cluster, C23H44BrClNO6PS overall.

```
78
Properties=species:S:1:pos:R:3:forces:R:3:lowdin_charge:R:1
C -2.0801 1.6935 1.4752 -0.13 0.03 -0.11 -0.096
C -0.6948 1.4543 0.8757 -0.13 -0.16 0.45 -0.205
C -0.0909 0.0690 1.1754 0.29 0.40 -0.36 -0.221
O -0.7069 -0.5698 2.2896 -0.33 -0.16 -0.11 -0.208
C -0.6862 -1.9666 2.2279 0.31 0.63 0.38 -0.365
P -1.9383 -2.5827 0.9852 0.16 0.11 -0.19 0.679
Br -3.6783 -1.8760 2.4565 -0.22 0.11 0.14 0.305
C -2.6984 -4.2573 0.9291 -0.57 0.11 -0.15 -0.365
C -2.2476 -5.1054 2.0715 0.19 -0.14 0.04 -0.890
O -1.5814 -4.7602 2.9856 0.14 0.05 0.10 0.047
Cl -2.8396 -6.7632 1.9495 -0.07 -0.09 -0.02 0.691
N -0.6442 -3.0468 -0.2610 0.00 -0.46 0.40 -0.104
C 0.0372 -4.0254 -0.1035 -0.07 0.48 -0.36 -0.913
S 0.9131 -5.3092 0.0903 0.21 -0.27 -0.03 0.773
H -2.6054 2.4744 0.9310 0.11 0.12 0.00 0.054
H -1.9899 2.0260 2.5072 -0.10 -0.14 0.09 0.081
H -2.7068 0.8051 1.4578 0.02 -0.13 0.04 0.025
H -0.0207 2.2111 1.2738 0.02 0.14 -0.17 0.103
H -0.7403 1.5755 -0.2060 0.13 0.03 -0.06 0.103
H -0.1534 -0.5480 0.2759 -0.17 -0.21 0.06 0.094
H 0.9755 0.1875 1.3879 0.07 -0.14 0.03 0.123
H 0.3186 -2.3158 1.9824 -0.09 -0.31 -0.17 0.105
H -1.0047 -2.3421 3.1942 0.01 -0.09 0.00 0.073
H -2.4395 -1.6613 0.0853 -0.07 0.02 -0.05 0.028
H -2.5567 -4.7622 -0.0238 0.32 0.02 -0.02 0.094
H -3.7746 -4.1257 1.0521 0.00 0.02 0.01 0.057
C -2.3179 7.1906 0.1313 0.10 0.00 0.08 -0.168
C -2.1107 6.5187 -1.2225 -0.11 -0.01 -0.03 -0.164
C -1.5929 5.1482 -0.8074 0.08 0.02 0.04 -0.204
O -2.2002 4.8522 0.4521 0.01 0.05 -0.03 -0.162
C -2.8195 6.0290 0.9792 -0.09 0.00 -0.08 -0.197
H -3.0175 8.0249 0.1048 -0.02 -0.01 -0.02 0.113
H -1.3634 7.5581 0.5102 0.00 0.02 -0.02 0.099
H -3.0653 6.4195 -1.7449 0.01 -0.01 -0.01 0.113
H -1.4192 7.0519 -1.8731 0.03 0.01 0.03 0.105
H -0.5050 5.1582 -0.6783 0.00 0.02 -0.04 0.118
H -1.8496 4.3617 -1.5191 -0.01 -0.03 0.03 0.116
H -3.9066 5.9171 0.9002 0.00 0.03 0.02 0.117
H -2.5587 6.1255 2.0335 0.02 -0.04 0.01 0.117
C 1.8748 11.1241 0.0846 0.06 -0.05 -0.01 -0.170
C 1.7159 10.8937 -1.4169 -0.07 0.05 0.01 -0.169
C 1.2614 9.4407 -1.4577 0.06 -0.03 0.04 -0.206
O 0.5211 9.2176 -0.2556 0.01 0.00 -0.01 -0.158
C 0.7146 10.3117 0.6438 -0.06 0.04 -0.04 -0.204
H 1.8325 12.1723 0.3753 -0.02 0.01 -0.01 0.111
H 2.8258 10.7124 0.4289 0.00 0.00 0.01 0.114
H 0.9357 11.5455 -1.8157 0.00 -0.01 -0.01 0.114
H 2.6270 11.0654 -1.9873 0.02 -0.01 0.01 0.111
H 2.1170 8.7572 -1.4747 0.01 0.02 -0.04 0.118
H 0.6242 9.2176 -2.3144 -0.03 -0.02 0.02 0.114
H -0.2054 10.9054 0.6772 0.02 0.03 0.03 0.118
H 0.9094 9.9204 1.6427 -0.01 -0.04 -0.01 0.117
C 2.2348 -8.2089 3.7834 0.06 -0.09 -0.01 -0.166
C 3.6986 -7.8692 3.5070 -0.03 0.08 -0.01 -0.169
C 3.8954 -8.4605 2.1168 -0.02 -0.07 0.03 -0.206
O 2.6320 -8.3638 1.4568 0.00 0.01 0.00 -0.153
C 1.6157 -8.0285 2.4045 0.00 0.07 0.02 -0.224
H 1.7713 -7.5762 4.5383 0.00 0.03 -0.01 0.112
H 2.1445 -9.2483 4.1063 0.00 0.00 0.00 0.113
H 3.8323 -6.7856 3.4783 0.00 0.00 0.00 0.113
H 4.3911 -8.2782 4.2408 0.00 -0.02 0.00 0.110
H 4.1831 -9.5161 2.1717 0.03 0.01 0.02 0.116
H 4.6447 -7.9291 1.5292 -0.02 0.00 -0.03 0.115
H 1.3188 -6.9888 2.2398 -0.07 0.00 0.10 0.056
H 0.7472 -8.6671 2.2398 0.01 -0.01 -0.05 0.118
C 1.4182 -5.8542 -4.4022 0.06 0.04 -0.04 -0.167
C 0.8629 -4.5727 -3.7861 -0.08 -0.03 0.04 -0.186
C 0.3373 -3.8423 -5.0148 0.09 -0.01 -0.04 -0.206
O -0.0752 -4.8526 -5.9365 0.00 0.00 0.00 -0.142
C 0.4026 -6.1279 -5.5039 -0.06 0.00 0.06 -0.207
H 1.5071 -6.6778 -3.6957 -0.02 0.01 0.02 0.111
H 2.4039 -5.6664 -4.8335 0.00 -0.01 -0.01 0.114
H 0.0415 -4.8117 -3.1068 0.00 0.01 0.01 0.096
H 1.6023 -3.9946 -3.2338 0.01 0.00 0.00 0.109
H 1.1229 -3.2393 -5.4836 0.00 0.03 0.04 0.116
H -0.5107 -3.1925 -4.7952 -0.03 -0.01 -0.03 0.115
H -0.4446 -6.7097 -5.1246 0.03 -0.04 0.01 0.116
H 0.8290 -6.6560 -6.3572 -0.02 0.02 -0.03 0.115
```
Positions in Å, forces in eV/Å.

Computed properties:
Charge: 0
Orbital gap: 9.7 eV
Max |F|: 0.80 eV/A
SMILES: CCCOC[PH](Br)(CC(=O)Cl)N=C=S.C1CCOC1.C1CCOC1.C1CCOC1.C1CCOC1
E: -5182.63044 hartree

---

Record 2
ORCA calculation (the ωB97M-V functional and the def2-TZVPD basis) on a 5-piece molecular cluster, C23H44BrO14PS overall in a non-equilibrium geometry.

```
84
Properties=species:S:1:pos:R:3:forces:R:3:lowdin_charge:R:1
C 7.0419 -0.8582 -1.0554 -0.50 0.16 0.46 -0.110
C 6.0489 0.1655 -1.6086 0.44 0.27 -0.35 -0.247
C 5.3110 -0.2442 -2.8983 -0.30 -0.18 0.30 -0.157
C 5.0056 -1.7392 -3.0322 -0.26 0.31 -0.24 -0.186
O 3.6180 -1.8863 -3.4593 -0.18 -0.05 -0.01 -0.077
C 2.8883 -2.8650 -2.8721 -0.20 0.09 -0.45 -0.793
S 3.6402 -4.5642 -2.8324 0.42 0.10 0.40 0.906
O 1.6581 -3.0224 -3.6466 0.32 -0.20 0.05 0.037
C 0.8245 -3.7189 -2.8419 0.16 0.02 0.12 -0.634
O -0.1725 -4.2615 -3.1670 -0.09 -0.09 -0.15 0.183
O 1.3017 -3.6928 -1.5440 -0.31 0.27 -0.05 -0.081
C 2.2018 -2.5546 -1.5321 -0.16 -0.32 0.52 -0.860
Br 3.3301 -2.4819 0.0127 -0.15 -0.34 -0.03 0.871
P 0.9626 -1.1061 -1.5869 -0.03 0.27 -1.09 0.863
O 0.0760 -1.4837 -0.2845 0.33 -0.03 0.34 -0.239
O 1.8846 0.1227 -1.0803 0.23 -0.12 0.08 -0.262
H 6.5110 -1.7140 -0.6304 0.15 -0.11 -0.17 0.050
H 7.5755 -0.4122 -0.2135 0.17 -0.03 -0.16 0.074
H 7.7556 -1.1944 -1.8070 0.02 -0.03 0.02 0.080
H 5.3337 0.4712 -0.8414 0.00 -0.26 0.03 0.102
H 6.6184 1.0699 -1.8463 -0.12 0.03 0.05 0.103
H 4.3431 0.2617 -2.9076 0.09 0.07 -0.13 0.104
H 5.8554 0.0887 -3.7817 0.04 0.02 0.03 0.112
H 5.6185 -2.1776 -3.8217 0.00 -0.18 0.16 0.125
H 5.1396 -2.2802 -2.1029 0.12 -0.02 -0.01 0.052
H 4.4350 -4.3900 -3.8948 -0.10 0.19 -0.09 -0.102
H -0.8533 -1.4908 -0.5452 0.07 -0.09 0.13 0.061
H 1.9033 0.7939 -1.7768 -0.06 0.17 0.25 0.063
O 0.0146 3.2283 -1.3724 0.04 -0.04 -0.09 0.104
C -1.1207 2.8727 -1.2076 0.04 -0.12 0.21 -0.515
O -2.0863 3.8092 -1.1475 0.04 0.12 -0.12 -0.010
C -3.4818 3.4893 -1.0915 -0.17 -0.05 0.09 -0.228
C -3.9407 3.1883 0.3196 0.13 -0.02 0.05 -0.058
C -1.4671 1.4176 -1.0050 0.18 -0.36 -0.76 0.004
H -3.7156 2.6819 -1.7866 0.03 -0.03 0.02 0.113
H -3.9828 4.3807 -1.4644 0.06 0.04 -0.02 0.124
H -3.4375 2.3125 0.7296 -0.04 -0.05 -0.03 0.068
H -5.0151 3.0059 0.3367 -0.01 0.01 -0.01 0.084
H -3.7176 4.0307 0.9741 -0.04 0.03 -0.02 0.083
H -1.2764 1.1478 0.0332 0.07 0.01 0.00 0.102
H -0.7920 0.8332 -1.6655 -0.44 0.42 0.52 0.046
H -2.4904 1.1567 -1.2655 -0.01 0.03 0.11 0.075
O -4.0212 -5.0746 2.6752 -0.01 0.05 0.04 0.095
C -3.3609 -5.6301 1.8377 -0.09 -0.16 -0.15 -0.523
O -2.4138 -4.9275 1.1931 0.05 0.12 0.16 -0.011
C -1.4626 -5.5218 0.2975 0.12 -0.04 -0.21 -0.218
C -2.0185 -5.6919 -1.0983 -0.26 -0.08 0.10 -0.065
C -3.6167 -7.0689 1.4541 0.26 -0.12 0.17 0.016
H -1.0777 -6.4545 0.7122 -0.07 -0.02 0.02 0.117
H -0.6314 -4.8181 0.2777 -0.02 0.03 0.05 0.116
H -2.8718 -6.3716 -1.1205 0.04 -0.06 0.06 0.070
H -1.2510 -6.0781 -1.7643 0.02 0.05 -0.03 0.075
H -2.3560 -4.7311 -1.4838 0.08 0.02 -0.06 0.081
H -4.4539 -7.0949 0.7580 -0.01 0.01 -0.01 0.098
H -3.8944 -7.6121 2.3536 -0.13 0.06 0.00 0.092
H -2.7656 -7.5728 1.0047 -0.04 0.05 -0.10 0.069
O 0.4190 10.0959 1.4327 0.01 0.04 0.06 0.105
C 0.0153 9.3253 0.6073 0.09 0.01 -0.15 -0.533
O -0.1305 8.0306 0.9464 -0.08 -0.04 0.15 0.001
C -0.7408 7.0622 0.0847 -0.02 -0.12 -0.12 -0.235
C 0.2249 6.4900 -0.9283 0.13 0.25 -0.03 -0.061
C -0.2710 9.7628 -0.8124 -0.31 -0.01 0.03 0.009
H -1.6324 7.4822 -0.3850 0.02 0.02 -0.02 0.112
H -1.0802 6.2740 0.7550 0.02 0.03 0.06 0.120
H 0.6026 7.2597 -1.6033 -0.06 0.02 -0.01 0.070
H -0.2634 5.7186 -1.5172 0.01 -0.06 0.02 0.055
H 1.0826 6.0479 -0.4229 -0.04 -0.07 0.01 0.089
H 0.6708 9.7951 -1.3582 0.02 0.00 -0.01 0.095
H -0.6874 10.7661 -0.7758 0.13 0.06 0.04 0.089
H -0.9697 9.1267 -1.3489 0.09 -0.05 -0.03 0.065
O -0.2864 -0.5198 6.4582 0.05 0.02 0.04 0.103
C -1.2154 -0.9280 5.8180 -0.05 0.11 -0.10 -0.534
O -1.0853 -2.0916 5.1565 0.07 -0.14 0.07 0.002
C -2.1767 -2.7353 4.4837 -0.11 -0.05 -0.11 -0.226
C -2.4008 -2.1890 3.0928 0.08 0.29 -0.09 -0.066
C -2.4978 -0.1352 5.6904 -0.18 -0.18 0.19 0.009
H -3.0789 -2.6944 5.0949 0.00 0.03 -0.01 0.116
H -1.8873 -3.7822 4.4240 0.05 0.00 0.03 0.121
H -2.6699 -1.1308 3.1100 -0.05 0.00 0.08 0.066
H -3.1934 -2.7467 2.6006 0.00 -0.05 0.01 0.059
H -1.4878 -2.2804 2.5027 0.01 -0.08 0.00 0.078
H -2.3548 0.6281 4.9267 0.01 0.01 -0.01 0.092
H -2.6846 0.3551 6.6423 0.11 0.09 -0.02 0.089
H -3.3722 -0.7293 5.4393 0.03 0.02 -0.10 0.066
```
Positions in Å, forces in eV/Å.

Computed properties:
Charge: 0
Orbital gap: 9.7 eV
Max |F|: 1.12 eV/A
SMILES: CCCCO[C@]1(S)OC(=O)O[C@]1(Br)P(O)O.CCOC(C)=O.CCOC(C)=O.CCOC(C)=O.CCOC(C)=O
E: -5269.72229 hartree
Energy above the lowest of the compared OMol25 structures with the same formula, charge and spin: 0.0 kcal per mole